A structure of composition C26H33NP2PdSTe. Source: OMol25; level of theory: ωB97M-V/def2-TZVPD.

Summary:
E_tot	-69160.759	eV
lowest unoccupied orbital energy (alpha / beta)	-8.1 / -7.9	eV
energy above the lowest of the compared OMol25 structures with the same formula, charge and spin	0.000	eV
Kohn-Sham gap (alpha / beta)	5.75 / 5.93	eV
E_HOMO (alpha / beta)	-13.812 / -13.866	eV

```
! RIJCOSX wB97M-V def2-TZVPD def2/J DEFGRID3
* xyz 2 1
Pd 0.7714 0.5426 -0.1345
C -2.7045 0.6702 0.1854
Te -1.1724 1.9474 1.0506
C -2.1115 1.2380 2.8799
C -3.5315 0.8971 2.5191
C -4.5474 0.8779 3.4640
C -5.8475 0.6017 3.0685
C -6.1320 0.3017 1.7459
C -5.1178 0.3008 0.8027
C -3.8216 0.6145 1.1845
H -2.2434 -0.3162 0.0422
H -3.0487 1.0546 -0.7741
H -2.0666 2.0173 3.6393
H -1.5644 0.3635 3.2430
H -4.3337 1.0937 4.4999
H -6.6448 0.6427 3.7929
H -7.1446 0.0842 1.4447
H -5.3363 0.0755 -0.2300
S 0.0980 4.5592 -2.9067
C -0.2549 2.9444 -2.4342
N 0.6134 2.3613 -1.6652
C 1.6654 3.1972 -1.3756
C 2.7675 2.8788 -0.5760
C 3.7371 3.8408 -0.3951
C 3.6235 5.0999 -0.9912
C 2.5427 5.4306 -1.7814
C 1.5636 4.4676 -1.9745
H -1.1539 2.4614 -2.7758
H 2.8569 1.8769 -0.1264
H 4.6023 3.6227 0.2095
H 4.4002 5.8277 -0.8292
H 2.4604 6.4036 -2.2358
C -1.2890 -0.8931 -2.9007
P 0.2837 -0.9526 -1.9541
C 1.5074 -0.6784 -3.2836
C 0.4164 -2.7051 -1.5067
C -0.6357 -3.2868 -0.7954
C -0.6328 -4.6444 -0.5403
C 0.4224 -5.4329 -0.9814
C 1.4921 -4.8479 -1.6428
C 1.5021 -3.4875 -1.8927
H -2.1413 -1.1707 -2.2849
H -1.2089 -1.5999 -3.7273
H -1.4411 0.1078 -3.3011
H 1.3536 -1.4174 -4.0712
H 2.5254 -0.7523 -2.9038
H 1.3661 0.3189 -3.6998
H -1.4524 -2.6655 -0.4461
H -1.4525 -5.0911 0.0002
H 0.4138 -6.4980 -0.8037
H 2.3240 -5.4520 -1.9697
H 2.3495 -3.0458 -2.3923
C 1.5117 -2.3643 1.8340
P 1.9639 -0.6075 1.6181
C 3.7626 -0.7315 1.2972
C 1.8827 0.0058 3.3435
H 2.1665 -2.8016 2.5871
H 1.6303 -2.9079 0.8971
H 0.4746 -2.4582 2.1555
H 4.2199 -1.3695 2.0534
H 4.2247 0.2529 1.3357
H 3.9331 -1.1685 0.3131
H 2.6587 -0.4860 3.9300
H 0.9102 -0.2313 3.7720
H 2.0334 1.0827 3.3942
*
```

natural (NBO) atomic charge list, values in e, 5 entries: atom 1 (Pd): 0.3400, atom 2 (C): -0.6041, atom 3 (Te): 0.6791, atom 4 (C): -0.6268, atom 5 (C): 0.0157